Computed, not measured: C3H4BrI as an isolated structure, with ωB97M-V/def2-TZVPD.

Results
- Orbital gap: 9.4 eV
- Relative energy (zero: lowest compared OMol25 entry of this formula, charge and spin): 13.0 kcal per mole
- Spin multiplicity: 1
- LUMO: -0.3 eV

Geometry as XYZ:
```
9
Properties=species:S:1:pos:R:3:forces:R:3:nbo_charge:R:1
C -0.1120 -0.6442 -0.4254 -1.5277 1.0841 -0.2154 -0.369
C 0.1729 0.6560 -0.3051 0.6554 1.1810 -0.3748 -0.263
C 0.7478 1.3429 0.8682 -0.6985 0.1902 0.9713 -0.360
Br 2.5617 1.9027 0.3316 -0.6747 -0.2852 0.7748 0.058
I -0.4572 3.1066 1.5698 0.5420 -0.7125 -0.6569 0.077
H -0.6264 -0.9822 -1.3343 0.6591 -0.0122 0.2363 0.216
H -0.2232 -1.2939 0.4389 0.5298 0.0610 -0.0460 0.205
H 0.2254 1.4803 -1.0353 -0.7242 -1.3401 -0.9270 0.214
H 0.5831 0.7621 1.7673 1.2388 -0.1663 0.2378 0.222
```
Positions in Å, forces in eV/Å.